Formula: C18H13N5PtSe
Source: OMol25
Level of theory: ωB97M-V/def2-TZVPD

XYZ file:
```
38
Properties=species:S:1:pos:R:3:nbo_charge:R:1
Pt 0.347 -1.039 -0.242 0.747
C -3.696 1.645 -2.935 -0.188
C -2.478 1.160 -3.389 -0.196
C -1.468 0.877 -2.490 -0.214
C -1.665 1.067 -1.116 0.186
C -2.888 1.582 -0.671 -0.233
C -3.891 1.861 -1.578 -0.202
N -0.650 0.688 -0.231 -0.393
C -0.240 1.526 0.797 0.064
C -0.700 2.828 1.018 -0.193
C -0.164 3.592 2.040 -0.232
C 0.841 3.085 2.858 -0.161
C 1.349 1.813 2.642 -0.257
C 0.839 1.050 1.601 0.237
N 1.320 -0.169 1.196 -0.341
N 2.353 -0.772 1.738 -0.257
C 2.617 -1.944 1.142 0.305
C 3.740 -2.698 1.538 -0.224
C 4.039 -3.863 0.888 -0.157
C 3.218 -4.298 -0.163 -0.279
C 2.126 -3.541 -0.507 0.071
N 1.805 -2.398 0.113 -0.501
H -4.497 1.845 -3.634 0.218
H -2.318 0.993 -4.445 0.220
H -0.501 0.540 -2.831 0.232
H -3.073 1.687 0.389 0.227
H -4.843 2.231 -1.221 0.221
H -1.460 3.248 0.377 0.234
H -0.529 4.598 2.193 0.221
H 1.248 3.698 3.651 0.220
H 2.144 1.404 3.248 0.239
H 4.347 -2.310 2.342 0.237
H 4.899 -4.452 1.179 0.224
H 3.420 -5.218 -0.691 0.230
H 1.465 -3.853 -1.303 0.223
Se -0.918 -2.425 -1.809 -0.147
C -2.545 -2.106 -1.071 0.017
N -3.595 -1.934 -0.621 -0.396
```

As for the spin multiplicity: 3. The electronic energy comes out at -94919.800 eV. For the HOMO energy (spin up / spin down), the calculation gives -6.98 / -7.98 eV. The charge is 0. As for the expectation value of S²: 2.030. The calculation puts the orbital gap (spin up / spin down) at 7.392 / 5.462 eV.